A molecular structure, C24H54BrCl4FINO9PS2V2 in a non-equilibrium geometry, computed with ωB97M-V/def2-TZVPD.

Geometry as XYZ:
```
100
Properties=species:S:1:pos:R:3
C 3.7133 3.9892 0.1717
C 2.8293 4.1200 -1.2367
C 2.9378 5.6493 -1.7634
C 1.7817 6.6959 -1.3440
C 0.6698 6.2398 -0.2593
P -1.1103 6.9608 -0.5949
I -0.4153 9.2924 -1.0229
O -1.9242 5.5515 0.1187
C -2.6884 4.9183 -1.0018
C -1.5561 4.9702 -2.2309
S -1.9867 4.1322 -3.8552
O -1.2398 6.4376 -2.2524
H 4.8570 3.9024 -0.1489
H 3.4359 2.9729 0.6864
H 3.6161 4.9316 0.8634
H 3.4127 3.4287 -2.0166
H 1.7556 3.6650 -1.1552
H 2.9840 5.6083 -2.9556
H 3.9968 6.0951 -1.4420
H 2.3290 7.6587 -0.8942
H 1.2799 7.0949 -2.3517
H 0.4971 5.0976 -0.1101
H 0.9788 6.7027 0.7967
H -1.0608 7.3894 0.8078
H -2.4759 7.4742 -0.6505
H -3.2285 3.8998 -0.8017
H -3.5395 5.6668 -1.3757
H -0.6769 4.3044 -1.7738
H -0.7525 4.0173 -4.5709
C 1.4306 -0.4685 1.2044
C 2.1911 0.1995 0.0902
O 2.0516 1.3978 -0.1494
C 3.1288 -0.6554 -0.7196
H 0.7930 0.2699 1.7021
H 0.7968 -1.2610 0.7986
H 2.1297 -0.8781 1.9379
H 2.5707 -1.4562 -1.2112
H 3.9036 -1.0733 -0.0719
H 3.6087 -0.0400 -1.4880
C -0.3760 -5.5846 2.7486
S 1.1486 -4.9749 1.9889
O 1.4147 -3.6087 2.5471
C 0.4590 -4.7590 0.3299
H -0.1892 -5.7540 3.8118
H -1.1728 -4.8455 2.6349
H -0.6676 -6.5268 2.2791
H -0.3886 -4.0703 0.3636
H 0.1408 -5.7274 -0.0627
H 1.2358 -4.3450 -0.3173
O 1.0450 5.0781 3.4598
V -0.1241 4.3766 2.3519
Br 3.1605 6.3450 1.5470
F 1.9605 8.1796 2.1355
C -2.8395 9.1702 -4.4418
Cl -4.5437 8.6621 -4.3311
Cl -2.7155 10.9130 -4.0932
Cl -1.8696 8.2573 -3.2585
Cl -2.2294 8.8482 -6.0847
O 5.9950 9.1401 0.7481
V 4.9176 9.6023 2.0564
C -4.9209 -5.2851 3.7386
N -3.8352 -5.9570 2.9747
O -3.6106 -7.1445 3.2362
O -3.2392 -5.2734 2.1343
H -5.3557 -6.0014 4.4389
H -4.4753 -4.4441 4.2740
H -5.6691 -4.9463 3.0191
C 2.4695 -0.9097 6.5151
C 2.5416 -1.9196 5.3990
C 1.1819 -1.7734 4.7512
O 0.7767 -0.4102 4.9373
C 1.6633 0.2037 5.8830
H 3.4480 -0.5780 6.8715
H 1.9202 -1.3334 7.3642
H 3.3264 -1.6325 4.6893
H 2.7445 -2.9381 5.7398
H 0.4384 -2.4126 5.2390
H 1.1987 -2.0100 3.6834
H 2.3085 0.8980 5.3338
H 1.0842 0.7715 6.6166
C -0.7187 -4.9081 -3.7195
C -2.1461 -5.4262 -3.7980
C -2.4663 -6.4713 -2.7268
C -1.6411 -7.7615 -2.8036
C -1.7305 -8.5152 -4.1326
C -3.1352 -9.0038 -4.4509
H 0.0109 -5.7057 -3.8852
H -0.5531 -4.1440 -4.4859
H -0.5213 -4.4554 -2.7428
H -2.3382 -5.8289 -4.7979
H -2.8314 -4.5789 -3.6733
H -3.5341 -6.7167 -2.7834
H -2.3152 -6.0232 -1.7361
H -1.9687 -8.4284 -1.9955
H -0.5894 -7.5354 -2.5974
H -1.0622 -9.3841 -4.0848
H -1.3635 -7.8912 -4.9538
H -3.5032 -9.6700 -3.6638
H -3.1361 -9.5606 -5.3936
H -3.8382 -8.1730 -4.5567
```

Properties
multiplicity = 3
charge = +1
gap between HOMO and LUMO (spin up / spin down) = 2.8 / 2.8 eV
DFT total energy = -9515.7658 Eh
molecular weight = 1065.31 g mol⁻¹
E_LUMO (spin up / spin down) = -6.179 / -6.178 eV
maximum force = 8.6 eV/Å
HOMO level (spin up / spin down) = -8.991 / -8.992 eV

Löwdin atomic charge list, values in e, 8 entries: -0.117, -0.219, -0.234, -0.312, -0.409, 0.177, 0.551, -0.469



4 unconnected molecules or ions with the total composition C24H54ClN3 in a non-equilibrium geometry, computed with ωB97M-V/def2-TZVPD.

Geometry as XYZ:
```
82
Properties=species:S:1:pos:R:3
Cl 5.2328 -21.8984 -4.0944
C 0.1776 -22.6331 -4.4659
C 1.2806 -22.2691 -3.4637
C 1.0663 -22.9845 -2.1431
N 2.3554 -23.3051 -1.4237
C 3.1206 -22.0882 -1.0776
C 1.9791 -24.0362 -0.1501
C 2.1721 -25.5227 -0.4515
C 3.4033 -25.5164 -1.3452
C 3.2182 -24.2689 -2.2103
H 0.1853 -23.7161 -4.6237
H 0.3094 -22.1046 -5.4059
H -0.8130 -22.3940 -4.0763
H 1.2484 -21.1857 -3.3461
H 2.2593 -22.5394 -3.8729
H 0.5633 -23.9472 -2.2429
H 0.5196 -22.3692 -1.4286
H 4.0208 -22.4072 -0.5646
H 2.5035 -21.4752 -0.4206
H 3.3217 -21.5343 -1.9922
H 2.6892 -23.7510 0.6224
H 0.9550 -23.8281 0.1381
H 2.2785 -26.0735 0.4774
H 1.3054 -25.8527 -1.0286
H 4.3174 -25.4048 -0.7608
H 3.4696 -26.4096 -1.9641
H 4.1583 -23.7557 -2.4191
H 2.7584 -24.4873 -3.1723
C 2.0883 -23.7555 -7.2067
C 3.1930 -22.7272 -7.0182
C 3.5136 -22.0248 -8.3054
N 4.4946 -20.9051 -8.2035
C 4.0179 -19.8423 -7.2682
C 4.7257 -20.3177 -9.5690
C 6.1162 -19.7037 -9.5294
C 6.8673 -20.4596 -8.4133
C 5.8448 -21.3632 -7.7374
H 2.3478 -24.5255 -7.9406
H 1.1352 -23.3295 -7.5278
H 1.8837 -24.2702 -6.2651
H 4.0665 -23.2384 -6.6075
H 2.9342 -22.0151 -6.2338
H 2.6146 -21.5942 -8.7589
H 3.9319 -22.6706 -9.0807
H 4.7951 -19.0891 -7.1838
H 3.8197 -20.2768 -6.2930
H 3.1037 -19.4328 -7.6945
H 3.8963 -19.6593 -9.8049
H 4.7755 -21.1798 -10.2328
H 6.1401 -18.6198 -9.4179
H 6.5856 -19.8458 -10.5028
H 7.3447 -19.7817 -7.7116
H 7.6619 -21.0502 -8.8650
H 5.8714 -21.2619 -6.6579
H 6.0218 -22.4232 -7.9153
C 4.2946 -29.0510 -9.1505
C 4.2977 -28.8518 -7.6471
C 5.5661 -28.2091 -7.1410
N 5.5189 -27.8734 -5.6637
C 5.0943 -29.0485 -4.8315
C 4.6443 -26.6458 -5.4190
C 5.6243 -25.4758 -5.2937
C 6.7991 -26.0978 -4.5444
C 6.9083 -27.4645 -5.1723
H 3.3320 -29.4779 -9.4379
H 5.0855 -29.6961 -9.5259
H 4.3250 -28.1135 -9.7132
H 4.1038 -29.8070 -7.1575
H 3.4513 -28.2277 -7.3368
H 5.7811 -27.2588 -7.6290
H 6.4274 -28.8744 -7.2145
H 4.0568 -29.2832 -5.0322
H 5.1105 -28.6759 -3.8068
H 5.8697 -29.7898 -4.9755
H 4.0049 -26.8188 -4.5569
H 4.0475 -26.4725 -6.3107
H 5.1820 -24.5908 -4.8212
H 5.8273 -25.1284 -6.3126
H 6.5332 -26.1122 -3.4862
H 7.6587 -25.4417 -4.6666
H 7.2892 -28.1935 -4.4569
H 7.6189 -27.5162 -5.9970
```

Properties
multiplicity = 1
energy above the lowest of the compared OMol25 structures with the same formula, charge and spin = 0.0 kJ/mol
charge = +2
gap between HOMO and LUMO = 8.4 eV
DFT total energy = -1570.7945 Eh
molecular weight = 420.17 g mol⁻¹
E_LUMO = -4.325 eV
maximum force = 1.5 eV/Å
HOMO level = -12.723 eV

Löwdin atomic charge list, values in e, 8 entries: -0.330, -0.089, -0.229, -0.118, -0.271, 0.007, -0.096, -0.136



9 unconnected molecules or ions with the total composition C24H54F15N4O19S5 in a non-equilibrium geometry, computed with ωB97M-V/def2-TZVPD.

Geometry as XYZ:
```
121
Properties=species:S:1:pos:R:3
C -7.8349 10.3258 -11.0840
C -8.0499 9.6406 -9.7248
C -6.6935 9.2442 -9.0370
O -7.0505 8.8530 -7.6709
C -5.8830 8.7718 -6.8238
N -8.7625 10.6215 -8.7676
H -8.5090 11.5753 -8.9823
H -9.7554 10.4402 -8.7310
H -8.5461 10.5114 -7.7872
H -7.3830 9.6755 -11.8330
H -7.2204 11.2261 -11.0847
H -8.8186 10.6644 -11.4094
H -8.8042 8.8538 -9.7237
H -5.9778 10.0662 -9.0470
H -6.2631 8.3602 -9.5075
H -6.2041 8.9572 -5.7988
H -5.0493 9.3620 -7.2043
H -5.5163 7.7538 -6.9556
C -5.1837 10.0334 -1.5380
N -4.1863 11.1038 -1.8509
C -4.3467 12.3446 -0.9385
C -2.8556 10.5801 -1.4697
C -4.1373 11.5883 -3.3616
C -5.4643 12.0861 -3.8605
O -6.2166 10.9020 -4.2296
H -6.2220 10.2851 -1.7542
H -5.0527 9.4699 -0.6141
H -4.9846 9.4277 -2.4220
H -3.5200 13.0292 -1.1283
H -4.2736 11.9590 0.0783
H -5.3305 12.7026 -1.2418
H -2.7378 10.3191 -0.4180
H -2.2218 11.4045 -1.7966
H -2.5791 9.6512 -1.9686
H -3.7597 10.7058 -3.8781
H -3.4114 12.4009 -3.3303
H -5.2371 12.5284 -4.8305
H -6.0296 12.8215 -3.2880
H -7.0765 11.2607 -4.4608
C -2.4663 7.8276 1.1554
N -3.1286 6.8456 2.1114
C -2.5488 5.4052 1.7940
C -2.7554 7.1761 3.6150
C -4.7316 6.7883 2.0661
C -5.3991 8.0532 2.7284
O -5.1091 9.1885 1.9376
H -2.9122 7.6001 0.1872
H -1.3936 7.6904 1.0187
H -2.6470 8.8959 1.2737
H -3.1088 4.7675 2.4779
H -1.4603 5.3576 1.7618
H -3.0873 5.2651 0.8567
H -3.3221 6.5224 4.2781
H -2.8130 8.2555 3.7554
H -1.6778 7.0359 3.7002
H -5.0315 5.8547 2.5422
H -4.8985 6.7480 0.9897
H -4.9129 8.2302 3.6877
H -6.4200 7.8664 3.0614
H -4.8927 9.9960 2.4095
C -2.2372 8.2361 -6.6198
N -0.8883 8.7679 -6.3055
C -0.5612 8.5502 -4.8546
C 0.0531 8.0315 -7.2349
C -0.8268 10.3289 -6.6499
C -1.9357 11.2219 -5.9496
O -3.1577 10.9898 -6.6244
H -2.1621 7.1630 -6.7956
H -2.5586 8.6328 -7.5828
H -2.8989 8.6108 -5.8388
H 0.4583 8.9280 -4.7781
H -0.5740 7.5343 -4.4598
H -1.1047 9.3252 -4.3142
H -0.2522 8.1728 -8.2716
H 0.0100 6.9789 -6.9550
H 1.0501 8.4489 -7.0934
H -0.8878 10.4353 -7.7330
H 0.1706 10.5951 -6.3000
H -1.7821 12.2970 -6.0433
H -1.9662 10.9208 -4.9024
H -3.4387 11.6354 -7.2770
C -8.4092 14.1829 -5.0063
F -9.1132 15.1366 -5.6408
F -7.0904 14.1432 -5.4370
F -8.5659 14.3722 -3.7076
S -9.3993 12.5124 -5.4577
O -9.8124 12.6305 -6.8605
O -8.4041 11.4511 -5.2334
O -10.5800 12.4302 -4.5687
C -4.8793 5.9191 -3.8603
F -5.3514 4.7104 -3.3634
F -4.7158 5.9478 -5.2605
F -5.7571 6.8468 -3.4219
S -3.0898 6.1650 -2.9703
O -3.1910 5.3878 -1.6476
O -2.0984 5.5187 -3.8165
O -2.8923 7.6053 -2.7874
C -3.0569 13.5152 4.2075
F -1.9831 14.1634 3.9274
F -3.1942 13.1552 5.5205
F -4.2333 14.2569 3.9037
S -3.0263 11.9521 3.1964
O -4.3119 11.2848 3.3334
O -2.7218 12.5159 1.8689
O -1.9633 11.1481 3.7430
C -3.3810 16.8828 -0.7771
F -2.7223 16.0548 0.0875
F -4.6636 16.6101 -0.6789
F -3.0994 18.1881 -0.4891
S -2.7217 16.3230 -2.5004
O -3.3500 17.1412 -3.5116
O -1.2774 16.6098 -2.4312
O -2.9124 14.8719 -2.6274
C 0.8272 13.4553 -2.2842
F 0.9886 14.8258 -2.4962
F 1.7042 13.0190 -1.3201
F -0.3947 13.1906 -1.7631
S 1.0969 12.6316 -4.0358
O 0.3991 13.4997 -5.0064
O 2.5013 12.5467 -4.3488
O 0.4472 11.3127 -3.8053
```

Properties
multiplicity = 1
energy above the lowest of the compared OMol25 structures with the same formula, charge and spin = 167.2 kJ/mol
charge = -1
gap between HOMO and LUMO = 5.8 eV
DFT total energy = -6084.2387 Eh
molecular weight = 1148.01 g mol⁻¹
E_LUMO = 0.568 eV
maximum force = 4.0 eV/Å
HOMO level = -5.237 eV

Löwdin atomic charge list, values in e, 8 entries: -0.042, -0.253, -0.137, -0.206, -0.055, 0.228, 0.153, 0.163



8 unconnected molecules or ions with the total composition C24H54F4N12O14P2S4 in a non-equilibrium geometry, computed with ωB97M-V/def2-TZVPD.

Geometry as XYZ:
```
114
Properties=species:S:1:pos:R:3
N -8.1247 20.5518 26.2561
H -9.0401 20.3842 25.7944
H -7.2777 20.1155 25.7930
H -8.1838 20.0175 27.1212
H -7.9752 21.5212 26.5630
N -6.8918 17.5356 26.7129
H -6.1823 16.8794 27.0363
H -6.5226 18.1777 25.9466
H -7.3588 17.9451 27.5193
H -7.6951 17.0687 26.2736
N -5.9606 19.4262 24.9602
S -5.4885 19.1937 23.4819
O -4.6962 17.9986 23.3428
O -5.1729 20.3442 22.6929
F -6.9028 18.6446 23.0259
S -4.4018 19.5942 25.5355
O -3.4223 20.4493 24.9889
O -4.0030 18.4342 26.2769
F -5.0434 20.5178 26.7482
N -10.6031 20.0339 24.9944
S -10.7053 20.8574 23.6918
O -10.7220 22.2841 23.7558
O -11.6493 20.2921 22.7308
F -9.2483 20.5227 23.0802
S -12.0460 20.4725 25.7222
O -13.2071 19.8853 25.1243
O -12.1812 21.8301 26.2091
F -11.8095 19.6805 27.0932
C 1.7911 22.9787 30.1085
C 2.0929 23.5818 28.9236
C 1.3307 23.2646 27.8240
C 0.4416 22.1883 27.9244
C 0.1374 21.5458 29.1291
C 0.8154 21.9811 30.2421
N -0.3673 21.8090 26.7580
O -1.1811 20.9079 26.8441
O -0.1100 22.3492 25.6927
H 2.2694 23.2108 31.0527
H 2.7951 24.4046 28.9152
H 1.4381 23.7278 26.8538
H -0.5993 20.7565 29.1249
H 0.6011 21.6277 31.2408
C -1.0957 20.7425 23.0808
C 0.0605 21.3699 22.6699
C 1.0385 20.7178 21.9634
C 0.7906 19.4284 21.5184
C -0.4587 18.8402 21.7945
C -1.3491 19.4395 22.6960
N 1.7828 18.7609 20.6803
O 2.7309 19.3681 20.2291
O 1.7055 17.5396 20.7333
H -1.7880 21.3658 23.6253
H 0.2623 22.3442 23.0960
H 1.9834 21.2057 21.7677
H -0.5877 17.8097 21.4939
H -2.2333 18.9161 23.0290
O -7.3991 22.9818 27.5683
P -7.2189 24.4103 27.1678
N -8.6967 25.1542 26.8707
C -9.4897 24.2909 26.0168
C -9.3953 25.7186 28.0045
N -6.2925 24.5398 25.7300
C -6.2358 25.7535 24.9378
C -5.4073 23.4810 25.2395
N -6.4087 25.3727 28.2457
C -6.2814 26.8054 28.0167
C -5.4529 24.8635 29.2112
H -10.2768 24.8386 25.4971
H -9.9159 23.4358 26.5506
H -8.8823 23.8844 25.2037
H -10.3671 26.1691 27.8192
H -8.7452 26.4618 28.4700
H -9.4975 25.0203 28.8467
H -5.3233 26.3178 25.1474
H -6.1846 25.5982 23.8522
H -7.1797 26.2990 24.9783
H -4.5621 23.8985 24.6932
H -5.0894 22.8022 26.0255
H -6.0021 22.9477 24.4878
H -7.1434 27.2454 27.5102
H -6.2097 27.2968 28.9851
H -5.4737 27.0273 27.3143
H -4.7304 24.1355 28.8186
H -5.9815 24.1871 29.8923
H -4.8704 25.5759 29.7868
O -8.2142 17.1346 20.2263
P -7.7799 17.9961 19.1013
N -8.1358 17.3379 17.5841
C -7.6425 17.9645 16.3558
C -8.4378 15.9163 17.4027
N -6.1638 18.3753 19.0660
C -5.5192 19.3217 19.9284
C -5.2980 17.2398 18.7466
N -8.5620 19.4887 19.1195
C -10.0016 19.5135 19.5047
C -8.2449 20.5770 18.1860
H -6.9553 17.2366 15.9134
H -7.0737 18.8703 16.5512
H -8.4640 18.2026 15.6780
H -9.0806 15.6141 18.2310
H -7.5570 15.2753 17.5189
H -8.9512 15.7037 16.4675
H -6.2041 20.0436 20.3680
H -4.9360 18.8406 20.7178
H -4.7615 19.8892 19.3730
H -5.3326 16.4535 19.5086
H -5.6678 16.7663 17.8350
H -4.2552 17.5202 18.6068
H -9.9488 20.2897 20.2695
H -10.5965 19.7635 18.6284
H -10.2457 18.6386 20.1015
H -7.1759 20.7867 18.2130
H -8.7083 21.5153 18.4948
H -8.6628 20.2263 17.2404
```

Properties
multiplicity = 1
energy above the lowest of the compared OMol25 structures with the same formula, charge and spin = 93.3 kJ/mol
charge = 0
gap between HOMO and LUMO = 6.4 eV
DFT total energy = -5332.0203 Eh
molecular weight = 1000.97 g mol⁻¹
E_LUMO = -1.527 eV
maximum force = 6.9 eV/Å
HOMO level = -7.944 eV

Löwdin atomic charge list, values in e, 8 entries: 0.278, 0.053, 0.055, 0.116, 0.072, 0.295, 0.150, 0.059